# 1
{
  "formula": "C39H52AsHgN2Si",
  "method": "the ωB97M-V functional and the def2-TZVPD basis",
  "gap_ev": [7.697, 7.413],
  "charge": 0,
  "lumo_energy_ev": [0.68, -0.21],
  "spin_multiplicity": 2,
  "total_energy_ha": -4305.47913,
  "de_lowest_kj_mol": 0.0,
  "symbols": ["Hg", "C", "C", "C", "C", "C", "C", "C", "C", "C", "C", "C", "C", "H", "H", "H", "H", "H", "H", "H", "H", "H", "H", "H", "H", "H", "H", "H", "H", "H", "H", "C", "Si", "C", "C", "C", "H", "H", "H", "H", "H", "H", "H", "H", "H", "H", "H", "C", "C", "C", "C", "N", "N", "C", "H", "H", "H", "H", "H", "H", "H", "H", "C", "C", "C", "C", "C", "C", "As", "C", "C", "C", "C", "C", "C", "C", "C", "C", "C", "C", "C", "H", "H", "H", "H", "H", "H", "H", "H", "H", "H", "H", "H", "H", "H", "H"],
  "xyz": [[0.461739, -0.655267, -0.120951], [3.273715, -3.233246, -1.416439], [3.499903, -2.347061, -0.211203], [3.070261, -2.769725, 1.050553], [2.573708, -4.179595, 1.269933], [3.081288, -1.877050, 2.125406], [2.507373, -2.296437, 3.457651], [3.612883, -0.594521, 1.966467], [3.601775, 0.352733, 3.143512], [4.148558, -0.210412, 0.733081], [4.762892, 1.164746, 0.590956], [4.081368, -1.082351, -0.360513], [4.625966, -0.640634, -1.701229], [4.158519, -3.826232, -1.665204], [3.009665, -2.636164, -2.287201], [2.444955, -3.915183, -1.242802], [1.479598, -4.218770, 1.257503], [2.909145, -4.554332, 2.236098], [2.943654, -4.862131, 0.509590], [3.277589, -2.750228, 4.089161], [1.704777, -3.020331, 3.333414], [2.097424, -1.444766, 3.995920], [2.574088, 0.603730, 3.418503], [4.118747, 1.282942, 2.930804], [4.075004, -0.102486, 4.015504], [5.574148, 1.303955, 1.307712], [4.017616, 1.942217, 0.777087], [5.169109, 1.329933, -0.401750], [4.024606, 0.174571, -2.114325], [4.635349, -1.449967, -2.424021], [5.653065, -0.286398, -1.608240], [-3.630074, -0.533008, -3.265368], [-2.473194, -1.909647, -2.682822], [-3.235316, -3.602945, -3.038851], [-0.876898, -1.722751, -3.682469], [-2.214505, -1.659170, -0.868541], [-3.693620, -0.495429, -4.354768], [-3.227858, 0.422126, -2.928605], [-4.640722, -0.639724, -2.865191], [-3.458447, -3.715434, -4.101701], [-4.166346, -3.736751, -2.484538], [-2.554689, -4.407870, -2.753148], [-1.108210, -1.578551, -4.740599], [-0.216966, -2.587665, -3.589369], [-0.334272, -0.842349, -3.333224], [-2.092912, -2.487319, -0.178652], [-2.514759, -0.727363, -0.398939], [-2.396330, 4.040004, 3.415475], [-2.283108, 2.625109, 2.961510], [-2.943738, 1.489077, 3.365661], [-2.428385, 0.443129, 2.566895], [-1.523292, 0.909283, 1.722520], [-1.448107, 2.226837, 1.978529], [-2.806354, -1.000384, 2.601750], [-3.168075, 4.117766, 4.177899], [-2.662868, 4.686477, 2.578715], [-1.457021, 4.397523, 3.841499], [-3.685997, 1.416365, 4.143619], [-0.821153, 2.796343, 1.439056], [-3.208475, -1.267759, 3.577601], [-1.939365, -1.625343, 2.388442], [-3.567180, -1.217604, 1.849899], [-1.547977, 2.504963, -6.598634], [-0.396006, 1.924457, -6.082896], [-0.202489, 1.880041, -4.712770], [-1.151939, 2.409178, -3.840174], [-2.301446, 2.984059, -4.364267], [-2.498962, 3.031124, -5.738407], [-0.753088, 2.245017, -1.925595], [-2.039243, 3.538290, -1.210748], [-1.763165, 4.872009, -0.928584], [-2.739039, 5.692572, -0.376911], [-3.999853, 5.186547, -0.095866], [-4.276319, 3.848460, -0.344135], [-3.300958, 3.032783, -0.894304], [0.876744, 3.331258, -2.047574], [0.943219, 4.469228, -2.851667], [2.141310, 5.141627, -3.029084], [3.294887, 4.680174, -2.407368], [3.242451, 3.550324, -1.606522], [2.038380, 2.881440, -1.426544], [-1.707512, 2.538168, -7.668918], [0.345386, 1.502021, -6.749219], [0.702221, 1.435546, -4.310115], [-3.050390, 3.400613, -3.699710], [-3.402273, 3.474189, -6.138823], [-0.781769, 5.279699, -1.137354], [-2.512530, 6.728835, -0.158045], [-4.761931, 5.826210, 0.331279], [-5.246578, 3.438471, -0.093908], [-3.508926, 1.982628, -1.072898], [0.053904, 4.820274, -3.362256], [2.180700, 6.012270, -3.671622], [4.235152, 5.196567, -2.553593], [4.146650, 3.182144, -1.138863], [2.000387, 1.986567, -0.810985]],
  "atomic_forces_ev_per_a": [[0.023, -0.150, -0.057], [0.039, 0.058, 0.094], [-0.004, 0.019, -0.007], [0.023, 0.043, 0.007], [-0.016, 0.117, -0.026], [0.007, -0.004, -0.041], [0.056, 0.053, -0.096], [0.012, -0.050, -0.009], [-0.001, -0.055, -0.099], [-0.049, -0.015, 0.018], [-0.071, -0.124, 0.016], [0.012, 0.009, 0.022], [-0.072, -0.033, 0.088], [-0.023, -0.022, -0.043], [-0.001, -0.029, -0.023], [0.012, -0.024, -0.038], [0.001, -0.066, 0.002], [-0.034, -0.033, 0.003], [0.001, -0.016, 0.017], [-0.049, -0.018, 0.049], [0.003, -0.017, 0.032], [0.003, -0.019, 0.033], [0.015, 0.023, 0.044], [0.014, 0.007, 0.026], [-0.025, 0.031, 0.031], [0.008, 0.054, -0.010], [0.052, 0.014, 0.036], [0.012, 0.000, 0.009], [0.050, 0.010, -0.061], [0.010, 0.013, -0.016], [0.001, 0.025, -0.021], [0.095, -0.272, 0.070], [0.034, 0.167, -0.450], [0.110, 0.211, 0.150], [-0.200, -0.051, 0.177], [-0.200, -0.168, -0.050], [-0.003, -0.006, -0.007], [0.002, 0.136, -0.006], [0.019, -0.002, 0.022], [0.027, 0.030, -0.019], [0.000, -0.004, 0.000], [0.000, -0.004, 0.007], [-0.006, -0.022, -0.011], [0.000, 0.006, 0.052], [0.042, 0.025, -0.004], [0.069, 0.037, 0.050], [0.114, 0.014, 0.074], [0.100, -0.057, -0.077], [-0.099, -0.037, -0.029], [0.006, -0.036, 0.071], [-0.041, 0.196, 0.094], [0.028, -0.147, -0.052], [-0.070, 0.038, 0.127], [0.038, 0.011, -0.128], [-0.004, 0.029, -0.008], [-0.020, 0.073, 0.010], [-0.016, 0.018, -0.001], [0.003, 0.014, -0.009], [0.007, 0.054, -0.057], [0.019, -0.013, 0.014], [-0.014, -0.014, 0.007], [-0.012, -0.046, 0.018], [-0.042, -0.027, -0.031], [-0.030, 0.009, -0.010], [0.009, -0.077, 0.076], [-0.006, -0.008, -0.039], [-0.071, 0.002, 0.165], [-0.011, -0.026, -0.076], [0.062, 0.192, -0.172], [-0.009, -0.042, 0.076], [0.108, 0.010, -0.029], [-0.060, 0.017, 0.043], [0.005, -0.024, 0.057], [-0.049, 0.020, 0.007], [0.123, -0.087, -0.049], [0.020, 0.033, 0.000], [-0.012, 0.005, -0.030], [0.002, 0.000, 0.000], [-0.004, -0.007, 0.012], [0.115, 0.095, -0.043], [-0.147, -0.133, 0.109], [0.008, 0.007, 0.004], [0.017, 0.018, 0.009], [0.009, -0.020, -0.048], [0.005, 0.002, -0.024], [0.007, 0.024, 0.020], [-0.021, 0.002, 0.015], [0.011, 0.001, -0.036], [0.015, 0.005, 0.008], [-0.006, 0.000, -0.037], [-0.057, 0.006, 0.041], [0.009, -0.021, -0.037], [-0.009, 0.019, 0.029], [-0.004, -0.002, -0.011], [-0.078, 0.029, 0.003], [0.049, -0.008, -0.016]]
}

# 2
{
  "formula": "C39H52AsN3O10PS2Se2TeV",
  "method": "the ωB97M-V functional and the def2-TZVPD basis",
  "gap_ev": [5.799, 5.834],
  "charge": -1,
  "lumo_energy_ev": [1.79, 1.82],
  "spin_multiplicity": 2,
  "total_energy_ha": -11822.50484,
  "de_lowest_kj_mol": 163.3,
  "symbols": ["V", "O", "C", "C", "C", "O", "C", "Se", "C", "Se", "H", "H", "H", "H", "H", "H", "H", "H", "H", "H", "N", "C", "C", "C", "N", "H", "H", "H", "H", "H", "H", "H", "H", "H", "H", "O", "As", "C", "C", "C", "C", "C", "C", "C", "C", "C", "C", "C", "C", "C", "C", "C", "C", "C", "C", "H", "H", "H", "H", "H", "H", "H", "H", "H", "H", "H", "H", "H", "H", "H", "O", "S", "O", "N", "C", "S", "C", "C", "C", "C", "C", "C", "H", "H", "H", "H", "C", "C", "O", "P", "O", "Te", "O", "C", "C", "H", "H", "H", "H", "H", "H", "H", "H", "H", "H", "C", "O", "C", "O", "H", "H", "H"],
  "xyz": [[0.886728, -0.237486, -0.413954], [3.153537, -2.783153, 4.230326], [4.027174, -1.725234, 3.884523], [3.437334, -0.942262, 2.701278], [4.522785, 0.089541, 2.308349], [4.098902, 1.211607, 1.583298], [3.151659, -1.955515, 1.592321], [3.015509, -1.252388, -0.241461], [2.121926, -0.313223, 3.161119], [0.999593, 0.604391, 1.805587], [3.450724, -3.201766, 5.040749], [5.012025, -2.117988, 3.590657], [4.170885, -1.043155, 4.733487], [5.299399, -0.455407, 1.750352], [4.973126, 0.498571, 3.219242], [3.798683, 0.906361, 0.711548], [2.211206, -2.469786, 1.781021], [3.953523, -2.694204, 1.549428], [2.309607, 0.441913, 3.927399], [1.500508, -1.101872, 3.580969], [-1.999653, -0.004429, -2.070896], [-3.420856, -0.380084, -1.960587], [-4.247657, 0.587510, -1.103732], [-4.092131, 0.359995, 0.396302], [-2.734844, 0.563079, 0.864150], [-1.907134, 0.845676, -2.615982], [-1.487996, -0.735796, -2.549139], [-3.468447, -1.375855, -1.512975], [-3.885036, -0.443976, -2.955359], [-5.303232, 0.449421, -1.351106], [-3.973547, 1.618984, -1.359923], [-4.443061, -0.652588, 0.615869], [-4.746371, 1.058186, 0.936349], [-2.097133, 0.267275, 0.133473], [-2.559351, -0.048500, 1.654881], [0.108967, 1.785200, -0.519462], [0.457709, 3.388880, -0.443577], [2.238351, 4.024887, 0.005538], [3.117006, 4.619220, -0.891721], [4.324843, 5.129071, -0.442897], [4.662520, 5.038492, 0.899573], [3.794682, 4.428732, 1.790490], [2.577439, 3.936340, 1.350894], [-0.255873, 4.060358, -2.132526], [0.397384, 4.677010, -3.190312], [-0.290032, 4.946316, -4.366379], [-1.625194, 4.601188, -4.494308], [-2.283925, 3.981167, -3.440215], [-1.600738, 3.712182, -2.268201], [-0.631250, 4.288748, 0.880368], [-1.620692, 3.584267, 1.548655], [-2.394114, 4.238830, 2.499563], [-2.187084, 5.583569, 2.765700], [-1.197675, 6.285621, 2.088141], [-0.412047, 5.636854, 1.150661], [2.875466, 4.681110, -1.942682], [5.003516, 5.596066, -1.145407], [5.606472, 5.439250, 1.245880], [4.066668, 4.325558, 2.832075], [1.900127, 3.453824, 2.042907], [1.434385, 4.970080, -3.108758], [0.228624, 5.423442, -5.188016], [-2.155038, 4.820654, -5.411994], [-3.326429, 3.706290, -3.534673], [-2.093643, 3.220676, -1.434934], [-1.776184, 2.522512, 1.336676], [-3.155356, 3.687995, 3.037324], [-2.790026, 6.088924, 3.510133], [-1.033959, 7.335804, 2.294426], [0.379979, 6.170209, 0.634166], [-2.203586, -7.513578, 0.994695], [-2.647263, -6.646626, 2.057111], [-2.782646, -7.259460, 3.356257], [-1.735596, -5.291002, 2.129827], [-2.436038, -4.216401, 1.845412], [-1.803822, -2.657971, 1.798134], [-3.880906, -4.475438, 1.561404], [-4.883578, -3.570733, 1.260274], [-6.163023, -4.048994, 1.014880], [-6.443382, -5.410214, 1.081667], [-5.439559, -6.321444, 1.384280], [-4.176067, -5.827194, 1.620483], [-4.656677, -2.517118, 1.218050], [-6.958053, -3.358252, 0.761308], [-7.448940, -5.762522, 0.887813], [-5.636177, -7.384962, 1.429304], [1.147597, -2.329498, -4.518621], [1.666364, -2.785977, -3.167620], [0.616270, -3.453232, -2.474608], [-0.135646, -3.150622, -1.068835], [0.002092, -1.632784, -0.779346], [-2.127670, -4.284330, -1.575873], [0.847396, -3.726327, 0.039761], [0.967714, -5.145506, 0.260618], [2.389075, -5.412508, 0.718565], [1.953157, -1.876897, -5.099028], [0.365820, -1.586298, -4.372868], [0.732548, -3.175746, -5.066414], [2.031708, -1.931313, -2.605178], [2.489977, -3.495852, -3.280356], [0.747137, -5.683091, -0.665128], [0.244231, -5.439840, 1.016007], [3.090035, -4.946994, 0.021759], [2.578576, -6.485112, 0.759034], [2.551412, -4.990356, 1.711055], [3.286778, 1.974177, -3.007320], [2.709438, 1.433387, -1.814101], [1.630799, 0.614041, -2.009445], [1.127736, 0.503446, -3.103127], [4.112403, 2.602134, -2.684769], [2.543442, 2.544167, -3.568809], [3.653634, 1.165631, -3.640909]],
  "atomic_forces_ev_per_a": [[0.504, 2.527, 2.033], [-0.084, -0.072, -0.057], [0.046, 0.101, 0.001], [-0.139, 0.205, -0.147], [0.017, -0.324, 0.105], [0.067, 0.230, -0.083], [-0.221, -0.030, -0.187], [0.666, 0.076, 0.269], [-0.022, -0.021, -0.355], [-0.021, -0.029, 0.711], [0.052, -0.001, 0.024], [-0.009, 0.037, 0.017], [-0.020, 0.003, -0.028], [0.066, 0.018, 0.107], [0.035, -0.113, 0.014], [-0.113, 0.000, 0.054], [0.094, -0.131, 0.057], [-0.023, -0.029, -0.100], [-0.051, 0.062, -0.050], [-0.029, 0.066, 0.060], [-0.406, 0.198, 0.245], [-0.079, 0.037, -0.169], [0.396, -0.098, 0.072], [-0.303, 0.177, -0.016], [0.258, 0.198, 0.066], [0.122, -0.037, -0.050], [-0.010, 0.012, -0.071], [0.040, -0.026, -0.059], [-0.038, -0.100, 0.066], [0.004, 0.077, -0.064], [-0.067, 0.046, 0.010], [-0.060, -0.041, -0.020], [-0.112, -0.115, -0.074], [0.117, -0.076, -0.036], [0.083, -0.015, -0.028], [-0.188, -1.240, 0.112], [0.053, 1.345, -0.110], [-0.226, -0.167, -0.026], [-0.092, -0.051, -0.153], [0.022, 0.040, -0.030], [-0.008, -0.017, -0.021], [0.025, 0.050, 0.051], [-0.055, -0.080, -0.004], [0.061, -0.266, 0.116], [0.120, 0.071, 0.190], [0.016, 0.044, -0.053], [0.002, 0.008, 0.027], [-0.021, 0.033, -0.028], [0.093, -0.021, 0.209], [0.079, -0.187, 0.008], [0.127, -0.388, -0.091], [-0.046, 0.041, 0.030], [-0.013, -0.042, 0.016], [0.047, 0.046, -0.038], [0.125, -0.031, -0.183], [0.066, -0.016, 0.060], [-0.005, -0.003, -0.002], [0.012, -0.031, 0.009], [-0.013, 0.000, 0.008], [0.030, -0.014, 0.053], [-0.062, -0.029, -0.082], [-0.007, 0.015, 0.004], [0.004, -0.032, -0.016], [-0.006, -0.011, 0.021], [-0.122, -0.043, -0.112], [-0.112, 0.138, 0.064], [0.001, -0.018, -0.030], [-0.006, -0.007, -0.011], [0.010, -0.010, 0.013], [-0.039, 0.050, 0.036], [-0.033, 0.081, -0.058], [-0.118, -0.084, -0.006], [-0.040, 0.104, 0.040], [-0.264, -0.340, 0.011], [0.283, 0.371, 0.297], [-0.071, 0.167, 0.288], [-0.324, -0.308, 0.016], [-0.001, -0.019, 0.010], [-0.037, -0.010, 0.018], [0.014, -0.039, -0.061], [-0.012, -0.185, 0.018], [0.451, 0.235, 0.062], [0.079, 0.017, -0.006], [0.010, 0.031, 0.030], [-0.002, -0.006, -0.007], [-0.026, 0.002, 0.016], [-0.055, -0.158, 0.153], [0.061, 0.218, -0.200], [-0.095, 0.398, 0.454], [0.328, -2.420, -1.043], [-1.481, -1.140, -0.575], [-0.082, 0.312, 0.052], [-0.303, 0.292, -0.097], [0.225, -0.409, -0.011], [-0.123, 0.226, -0.063], [0.006, 0.016, -0.011], [0.003, 0.037, -0.060], [0.027, -0.003, -0.035], [0.012, -0.068, 0.023], [-0.013, 0.004, 0.074], [-0.009, 0.066, 0.004], [-0.102, 0.069, -0.029], [0.066, -0.078, 0.014], [-0.031, -0.021, 0.001], [0.038, 0.001, 0.008], [-0.153, -0.080, -0.003], [0.099, 0.112, -0.198], [1.019, 0.643, -1.388], [-0.047, -0.115, -0.056], [-0.002, 0.023, 0.003], [0.077, 0.036, -0.023], [-0.005, 0.036, -0.020]]
}